(1)
This record from OMol25 describes the molecule C3H4N4O. The level of theory is ωB97M-V/def2-TZVPD.

The calculation puts the lowest unoccupied orbital energy at 0.10 eV. Its SMILES is [H]/N=c1/ncnc(N)o1. The orbital gap comes out at 0.3538 Ha.

```
12
C3H4N4O (ωB97M-V/def2-TZVPD)
C -0.946 0.021 -0.210
C 0.461 1.699 -0.042
C 1.495 -0.236 -0.108
H -3.062 -0.365 0.510
H -1.934 -1.744 0.189
H 0.567 2.811 -0.034
H 2.129 -1.999 0.159
N -2.033 -0.751 -0.052
N -0.880 1.283 0.002
N 1.628 1.111 -0.147
N 2.411 -1.036 0.108
O 0.162 -0.793 -0.377
```

=====

(2)
This record from OMol25 describes a cluster of 17 separate species, H34O17 in total. The level of theory is ωB97M-V/def2-TZVPD.

The calculation puts the lowest unoccupied orbital energy at -0.36 eV. The orbital gap comes out at 0.3700 Ha.

```
51
H34O17 (ωB97M-V/def2-TZVPD)
O 0.456 -2.873 3.939
H -0.309 -2.584 3.433
H 0.757 -3.709 3.583
O 5.435 2.097 -0.616
H 5.946 1.564 -1.240
H 5.379 1.279 -0.080
O -1.083 -3.307 -4.554
H -0.686 -2.574 -4.070
H -0.283 -3.830 -4.698
O 4.924 -0.153 -2.197
H 4.939 -0.635 -3.017
H 4.137 0.388 -2.125
O -5.259 2.203 1.260
H -4.776 1.584 0.699
H -4.706 2.987 1.127
O -2.456 0.118 3.132
H -2.585 0.591 3.963
H -1.961 0.760 2.627
O -0.752 -0.468 1.142
H -1.383 -1.009 1.634
H -1.330 0.001 0.522
O -1.473 -4.096 2.125
H -0.742 -4.684 2.326
H -1.395 -3.698 1.240
O -1.314 -3.294 -0.422
H -1.761 -3.550 -1.240
H -1.613 -2.397 -0.262
O -3.483 -1.340 -3.448
H -2.776 -1.990 -3.525
H -3.730 -1.217 -4.373
O 0.396 1.925 2.539
H 0.628 2.233 3.424
H 0.018 1.011 2.653
O 1.439 3.153 -0.247
H 1.638 3.685 0.528
H 1.270 2.294 0.153
O 3.463 2.144 1.178
H 3.786 2.813 0.576
H 2.689 1.681 0.902
O 1.687 -0.029 -0.099
H 0.798 -0.372 0.119
H 2.109 -0.885 0.087
O -1.127 2.751 0.026
H -0.508 2.073 0.296
H -0.773 3.578 0.357
O -3.633 -0.542 0.145
H -3.963 -0.695 1.034
H -3.782 -1.161 -0.564
O 2.691 2.383 -3.492
H 2.463 2.560 -2.577
H 2.593 3.237 -3.924
```

=====

(3)
This record from OMol25 describes a cluster of 2 separate species, C6H10O in total. The level of theory is ωB97M-V/def2-TZVPD.

The calculation puts the lowest unoccupied orbital energy at 0.12 eV. Its SMILES is C=CC=O.C=CC. The orbital gap comes out at 0.3571 Ha.

```
17
C6H10O (ωB97M-V/def2-TZVPD)
O 1.217 -1.514 1.588
C 2.007 -0.996 0.827
C 1.891 0.397 0.330
C 0.917 1.188 0.782
C -1.412 0.378 -1.040
C -0.693 -0.915 -1.274
C -2.276 0.577 -0.049
H 2.878 -1.570 0.449
H 2.606 0.727 -0.422
H 0.372 -0.760 -1.475
H 0.770 2.203 0.427
H 0.218 0.809 1.523
H -1.236 1.176 -1.764
H -1.124 -1.420 -2.145
H -0.781 -1.575 -0.404
H -2.848 1.496 0.037
H -2.460 -0.193 0.698
```

=====

(4)
This record from OMol25 describes the molecule C10H10O. The level of theory is ωB97M-V/def2-TZVPD.

The calculation puts the lowest unoccupied orbital energy at 0.03 eV. Its SMILES is O=C1CCCc2ccccc21. The orbital gap comes out at 0.3401 Ha.

```
21
C10H10O (ωB97M-V/def2-TZVPD)
C -1.054 1.278 0.023
C -2.402 0.563 -0.122
C -2.184 -0.996 -0.293
C -0.711 -1.449 0.376
C 0.525 -0.660 -0.008
C 1.839 -1.221 0.046
C 2.931 -0.234 0.052
C 2.696 1.184 -0.047
C 1.364 1.524 -0.070
C 0.314 0.623 -0.069
H -3.176 1.112 -0.913
H -3.047 0.706 0.907
H -2.109 -1.200 -1.321
H -2.865 -1.773 0.308
H -0.642 -1.201 1.516
H -0.882 -2.494 0.011
H 2.032 -2.400 0.033
H 4.065 -0.489 -0.108
H 3.457 1.947 -0.447
H 0.870 2.644 -0.187
O -1.020 2.536 0.314
```

=====

no.,energy (Ha),strongest force on any atom (eV/Å)
1,-410.94347,5.78
2,-1299.41044,2.43
3,-309.78561,0.54
4,-462.16423,5.82